Entry from OMol25: an isolated molecule of C5H8N2O in a non-equilibrium geometry (ωB97M-V/def2-TZVPD).

**Total charge**: 0
**ΔE to the lowest compared entry with this formula, charge and spin**: 466.1 kJ/mol
**Total energy**: -10337.8956 eV
**SMILES**: C/C(C=O)=N\N1CC1
**Frontier orbital gap**: 9.11 eV
**E_LUMO**: -0.0022 Ha

Each line ends with the natural charge from an NBO analysis.
Positions of all 16 atoms, in Å:
C 2.4186 -0.9752 0.0652  0.41
C 1.3930 1.3188 -0.2000  -0.69
H -2.4163 1.4684 0.0372  0.22
C -1.9397 0.4646 0.3629  -0.28
H -1.4737 0.4990 1.3012  0.20
N -0.0222 -0.8478 -0.0875  -0.22
H 1.1393 1.7450 0.8203  0.24
C -2.4390 -0.9059 0.0525  -0.24
O 3.5664 -0.6015 0.1137  -0.52
H 0.7057 1.7072 -1.1399  0.23
H 2.3878 1.5896 -0.2971  0.24
H 2.1326 -2.1487 -0.2526  0.10
H -2.2249 -1.7177 0.6576  0.21
C 1.1367 -0.1665 -0.1034  0.11
H -3.1501 -0.9708 -0.7943  0.22
N -1.2143 -0.4585 -0.5356  -0.22

=====

Entry from OMol25: a cluster of 45 separate species, C17H113ClNO48 in total in a non-equilibrium geometry (ωB97M-V/def2-TZVPD).

**Total charge**: +1
**Total energy**: -131750.9764 eV
**Frontier orbital gap**: 8.43 eV
**E_LUMO**: -0.1310 Ha

Each line ends with the Mulliken charge.
Positions of all 180 atoms, in Å:
H 2.4308 4.6816 -5.0635  0.41
H 4.2933 -3.2013 -6.4427  0.30
H -0.2108 0.8853 3.2922  0.31
C 3.7498 -4.1368 2.3706  0.88
H -0.3996 6.6068 -2.4793  0.27
O -5.3632 4.9689 2.8578  -0.62
H 8.6504 -0.4328 3.9597  0.30
H -2.1385 0.4562 1.1689  0.66
H -1.5959 3.2908 -5.9249  0.31
H 3.8787 3.4382 0.8986  0.61
O -4.5025 0.9893 -7.5228  -0.59
C 2.1008 -1.9974 1.1272  -1.26
H -7.6338 -3.4879 11.6907  0.36
O 3.1486 8.6985 -1.6592  -0.63
H -7.3916 -1.9268 -5.3106  0.35
H -5.6519 -1.7127 -0.7695  0.30
H -2.5698 8.2104 -0.6824  0.34
H -4.1381 -0.0211 -2.8786  0.48
O -1.5814 3.6092 -0.3318  -0.44
H -1.5957 3.2934 -10.0043  0.31
O 6.1961 0.9755 -0.5878  -0.55
H -1.4166 -0.0165 3.1267  0.34
H 3.3745 3.8779 3.5383  0.29
H -5.6066 -0.4978 -1.6956  0.19
O 8.8358 0.5105 4.0016  -0.58
H 4.6209 -3.8264 -2.8608  0.31
H -0.9854 4.3519 -0.5029  0.27
O 2.5020 2.8514 -4.0495  -0.66
H -3.9145 -7.4408 6.4175  0.25
H -4.9330 -6.1704 9.0442  0.31
H -2.0702 -3.0995 -3.0242  0.24
H -3.8141 1.0327 -8.1964  0.31
H 1.2958 -1.8000 3.2095  0.82
H -1.5868 -3.6297 0.9600  0.35
O -1.9100 8.2367 -3.6537  -0.61
H 5.6088 -2.4871 0.4255  0.13
O -8.5930 -3.4214 11.5924  -0.65
O -4.1926 -6.1323 9.6596  -0.65
H -2.6643 -4.6324 6.9708  0.29
H 3.1034 2.8463 -3.2978  0.22
C 2.7675 1.5919 0.6546  0.14
H -2.0672 -1.8936 -3.9451  0.27
H -4.5012 5.3974 2.7994  0.34
H 7.0217 1.6064 2.2116  0.29
O -1.4463 -1.5993 -6.8587  -0.61
H -2.0711 0.9247 -1.1772  0.36
O -6.2558 -4.9486 5.0653  -0.65
O -4.8983 0.1461 -3.4536  -0.73
O -8.9318 1.5742 -1.2822  -0.62
H -1.7779 9.1368 -3.9673  0.29
H -4.7995 -1.7255 -4.8807  0.28
O 0.2735 -3.4324 5.3043  -0.61
H -4.2303 2.3528 -0.7556  0.28
C -0.6018 -1.0762 0.8088  -0.83
O -1.1688 0.9145 3.1856  -0.60
O 0.6043 -4.0087 -5.3643  -0.57
H 4.8959 -5.1800 5.6195  0.33
H 1.4682 1.6657 5.3375  0.28
O -3.3525 2.1766 -4.7410  -0.58
H -9.1372 0.7677 -1.7734  0.32
O 6.3928 1.7243 2.9326  -0.63
H -1.4822 -1.9116 -7.7674  0.30
H -5.6019 -5.1770 5.7358  0.36
H -2.4905 2.0712 -4.3228  0.34
H 1.4069 3.2312 0.3190  0.67
H 0.0601 -4.2779 4.8923  0.32
H 1.1584 -3.3922 2.4798  0.20
H -1.8991 5.4149 1.3790  0.34
O -5.5981 -3.5535 11.1036  -0.68
H 6.8789 -4.2594 1.6011  0.43
H 3.2188 9.0370 -2.5575  0.33
H -0.7293 4.1431 -6.8372  0.34
H 6.1611 -3.7666 -0.6288  0.45
O -5.0858 1.9134 -0.7565  -0.61
H -6.4759 -5.7906 4.6551  0.31
O -0.9596 -4.2432 1.3667  -0.62
H 3.6480 -0.0406 -2.0804  0.37
C 5.1635 1.2571 -1.1546  0.57
O -1.9246 -4.5920 7.5853  -0.57
H -9.4683 -1.0104 -3.3197  0.34
H -8.3297 1.2864 -0.5879  0.31
O 8.9827 2.7321 -0.2005  -0.66
H 4.0683 4.7197 -2.0393  0.32
H 1.4330 -3.5267 -5.4776  0.30
O 4.7007 -4.2396 5.5500  -0.66
H 9.0213 -3.5807 -0.6317  0.29
H -1.7479 3.4650 -8.4989  0.35
H 8.0589 2.4759 -0.3042  0.34
H -4.1026 1.4155 -6.7560  0.29
H 5.8287 -5.5282 1.0206  0.26
H 2.1891 4.7991 3.2967  0.28
H -0.5664 -1.7154 1.6975  0.26
H 3.1371 -2.1547 0.8135  0.14
H -8.0809 -0.3944 -3.2497  0.29
H -2.4865 -2.1353 3.3860  0.27
Cl -3.2473 -1.6808 1.0269  -0.30
O 3.0960 -4.8162 1.6120  -0.56
C 2.8694 0.2651 0.8649  -0.29
H 3.7701 5.3910 -5.1425  0.28
H -1.7167 -0.7981 -1.6239  0.49
H 0.8190 -4.6943 -4.7251  0.27
H 3.8636 -0.1703 0.9532  0.80
H -3.9683 7.6040 -0.6837  0.30
H -3.4690 -5.7684 9.1337  0.34
H 8.3401 -4.7202 0.0966  0.29
H -2.2521 3.6981 -1.0166  0.21
O -4.0721 -1.7624 -5.5161  -0.70
O -2.2438 -2.1523 -3.0298  -0.52
H -3.8809 1.4422 -4.3811  0.28
H 5.3229 -0.5081 -2.3587  0.10
H 4.2765 -2.9458 -4.9365  0.37
C -1.9722 -0.4366 0.5634  -0.01
H 3.5558 0.1242 -4.7524  0.27
H 9.7944 0.5605 4.0772  0.30
H 1.5061 -2.5962 0.4266  0.12
H -2.2966 -1.8584 -6.4841  0.36
H -3.9405 -0.8399 -5.7723  0.38
H -3.3181 -0.3101 -1.0869  -0.65
H -5.2257 4.2500 3.4820  0.30
O 1.3369 0.7553 5.6240  -0.59
O -2.2993 6.0824 1.9476  -0.63
H -0.4583 -4.6043 0.6270  0.30
H -4.9818 1.1750 -0.1413  0.30
H 9.0483 3.5750 -0.6602  0.30
O 3.8429 5.4816 -2.5867  -0.63
H -2.8679 6.5857 1.3567  0.27
C 4.6572 0.3500 -2.2601  -0.81
H 4.6723 5.9689 -2.6586  0.31
H -6.1691 -3.0777 10.4900  0.33
C 4.0435 2.4146 0.5515  -0.92
H -8.7695 -2.4756 11.5918  0.32
O 4.8437 -2.8878 -2.8511  -0.71
H -1.2026 -4.2277 7.0603  0.30
H -5.2452 1.0009 -3.1454  0.30
H -3.2461 -1.9973 4.6961  0.30
H -0.4080 -1.7426 -0.0490  0.65
O 2.8583 5.4631 -5.4349  -0.62
O 4.3498 0.3945 -5.2277  -0.67
O -0.9968 5.8685 -2.3136  -0.57
O -3.4449 8.3108 -1.0759  -0.64
O 4.4697 2.4019 -0.8168  -0.26
H 3.8438 -2.2123 3.2387  0.36
H 2.9401 -3.3535 4.2501  0.65
H 4.8773 -4.0375 4.6264  0.38
O -5.8131 -0.7635 -0.7879  -0.60
H -3.9414 -6.2825 5.4337  0.32
O -8.9465 -0.2737 -3.6584  -0.65
H -1.6636 5.9611 -3.0026  0.28
C 1.5037 2.1654 0.5016  -0.92
H -0.5863 1.7864 0.4492  0.35
H -5.1783 -4.2286 10.5542  0.35
H 0.6349 0.8156 6.2812  0.32
H 5.8042 -2.8758 -2.7616  0.31
O -4.0956 -6.4958 6.3620  -0.57
O -2.2556 3.4417 -9.3200  -0.61
O -2.4039 -1.7870 4.2791  -0.63
H 3.0849 2.7659 -4.8156  0.33
N 1.8110 -0.5637 0.9323  0.93
H 0.9335 -3.6569 5.9722  0.29
C 1.8111 -2.5149 2.5587  -0.56
O 8.1743 -4.0363 -0.5613  -0.60
C 3.1045 -3.0315 3.2178  -1.22
H 4.4575 -3.7418 -0.2132  0.40
C 5.8361 -4.4796 1.3483  -0.81
O -6.8631 -2.4541 -4.6988  -0.64
C -2.2489 -0.1315 -0.9265  -0.40
C 5.4536 -3.5530 0.2003  -0.54
O 5.0882 -4.2764 2.5656  -0.50
H 4.2007 0.0861 -6.1288  0.32
H -2.6048 8.3233 -2.9855  0.36
H 4.7823 1.9854 1.2379  -0.04
H 3.3700 7.7651 -1.7392  0.31
C 0.4091 1.3379 0.5731  -0.15
H -6.4187 -3.0949 -5.2657  0.29
O 2.5680 3.9586 3.0153  -0.53
H 4.7254 0.8899 -3.2261  0.53
O 3.6979 -3.0424 -5.7034  -0.57
C 0.5819 -0.0499 0.7880  0.27
O -0.8724 3.2303 -6.5593  -0.69
H 6.9542 1.8053 3.7126  0.27

=====

Entry from OMol25: an isolated molecule of C6H10O (ωB97M-V/def2-TZVPD).

**Total charge**: 0
**ΔE to the lowest compared entry with this formula, charge and spin**: 13.0 kJ/mol
**Total energy**: -8431.1059 eV
**SMILES**: O[C@@H]1C=CCCC1
**Frontier orbital gap**: 10.54 eV
**E_LUMO**: 0.0354 Ha

Each line ends with the natural charge from an NBO analysis.
Positions of all 17 atoms, in Å:
H -0.6688 1.9219 -1.2801  0.18
H -0.2257 1.7158 1.0944  0.20
H 2.3776 -0.9439 -0.8447  0.21
C -0.4323 -0.4218 1.2389  -0.40
H 1.6774 -0.6465 1.5935  0.21
C 1.4467 -0.4792 -0.5132  -0.16
H 1.1375 0.6013 -2.2785  0.21
C -0.5796 0.9039 -0.8876  0.06
C 0.7703 0.3592 -1.2866  -0.24
C 0.9494 -0.9162 0.8251  -0.45
H -1.4036 -0.7502 -1.6290  0.47
C -0.8063 0.9147 0.6238  -0.42
H 0.8870 -2.0018 0.7738  0.22
H -1.1655 -1.1810 0.9552  0.20
H -1.8688 1.1087 0.8054  0.22
O -1.6402 0.1803 -1.5206  -0.72
H -0.4552 -0.3652 2.3302  0.21